Record 1
A 7-piece molecular cluster, C29H58Br2N8O7PS overall at a distorted geometry, computed with ωB97M-V with the def2-TZVPD basis set.

CARTESIAN COORDINATES (ANGSTROEM)
C1 4.914 -4.289 -1.352
C2 4.561 -3.369 -2.638
O1 5.456 -2.893 -3.368
N1 3.112 -3.170 -2.907
C3 2.653 -3.764 -4.202
P1 2.648 -1.471 -2.736
S1 3.250 -1.015 -0.704
C4 0.796 -1.194 -2.767
C5 0.079 -0.128 -1.853
C6 -1.446 -0.053 -1.993
N2 -2.342 -0.796 -2.793
C7 -1.752 -1.753 -3.649
C8 -0.226 -1.952 -3.659
C9 3.660 -0.287 -3.808
Br1 3.961 -0.886 -5.673
C10 3.125 1.226 -3.873
C11 3.030 1.975 -2.449
Br2 1.453 1.437 -4.972
H1 4.026 -5.022 -1.261
H2 5.902 -4.820 -1.526
H3 4.893 -3.597 -0.447
H4 1.870 -4.572 -3.959
H5 2.182 -3.041 -4.942
H6 3.540 -4.312 -4.697
H7 2.225 -0.330 -0.073
H8 0.631 0.550 -1.132
H9 -1.945 0.745 -1.328
H10 -2.404 -2.390 -4.346
H11 0.173 -2.737 -4.398
H12 4.706 -0.232 -3.317
H13 3.922 1.812 -4.467
H14 1.982 2.014 -2.010
H15 3.318 3.074 -2.665
H16 3.829 1.613 -1.699
C12 -4.748 -0.684 1.065
O2 -3.547 -0.908 1.112
N3 -5.552 -0.944 -0.002
C13 -6.973 -0.649 0.013
C14 -4.968 -1.533 -1.190
H17 -5.287 -0.238 1.914
H18 -7.529 -1.577 -0.146
H19 -7.198 0.055 -0.793
H20 -7.272 -0.210 0.965
H21 -4.517 -2.494 -0.927
H22 -4.187 -0.872 -1.569
H23 -5.728 -1.683 -1.958
C15 -6.708 2.379 2.577
O3 -7.121 1.349 2.069
N4 -6.296 3.480 1.895
C16 -5.817 4.670 2.572
C17 -6.337 3.464 0.445
H24 -6.637 2.495 3.671
H25 -6.449 5.510 2.299
H26 -4.789 4.867 2.258
H27 -5.842 4.539 3.655
H28 -7.365 3.291 0.118
H29 -5.710 2.646 0.078
H30 -5.978 4.410 0.042
C18 6.579 -4.493 2.342
O4 6.042 -3.792 1.498
N5 6.168 -5.736 2.709
C19 6.861 -6.509 3.724
C20 5.001 -6.307 2.067
H31 7.472 -4.155 2.890
H32 7.211 -7.445 3.279
H33 6.169 -6.727 4.537
H34 7.715 -5.960 4.119
H35 5.179 -6.369 0.990
H36 4.141 -5.656 2.242
H37 4.795 -7.302 2.462
C21 0.546 4.821 -5.052
O5 1.447 5.335 -4.414
N6 -0.575 5.461 -5.489
C22 -1.606 4.778 -6.244
C23 -0.742 6.870 -5.188
H38 0.575 3.756 -5.333
H39 -1.715 5.264 -7.217
H40 -2.550 4.840 -5.697
H41 -1.349 3.729 -6.396
H42 0.093 7.429 -5.616
H43 -0.736 7.008 -4.104
H44 -1.681 7.241 -5.599
C24 7.063 -6.453 7.467
O6 7.574 -6.493 6.362
N7 6.477 -7.507 8.101
C25 5.889 -7.381 9.420
C26 6.442 -8.795 7.436
H45 7.036 -5.524 8.059
H46 6.397 -8.066 10.103
H47 4.829 -7.641 9.363
H48 5.988 -6.362 9.797
H49 7.464 -9.118 7.226
H50 5.905 -8.695 6.490
H51 5.945 -9.536 8.063
C27 -6.504 7.488 1.113
O7 -6.000 6.696 0.336
N8 -6.304 8.835 1.106
C28 -6.943 9.712 2.066
C29 -5.425 9.408 0.105
H52 -7.188 7.159 1.911
H53 -7.560 10.438 1.530
H54 -6.172 10.238 2.635
H55 -7.573 9.147 2.754
H56 -5.809 9.170 -0.889
H57 -4.429 8.971 0.210
H58 -5.364 10.491 0.225

As for the total charge: +1. For the strongest force on any atom, the calculation gives 5.3 eV/A. The molar mass is 853.68 g mol⁻¹. The value obtained for the HOMO energy is -0.3722 hartree.

---

Record 2
A 8-piece molecular cluster, C29H58Cl2O16 overall at a distorted geometry, computed with ωB97M-V with the def2-TZVPD basis set.

CARTESIAN COORDINATES (ANGSTROEM)
C1 2.162 2.197 -0.813
C2 2.155 2.199 0.764
O1 1.778 0.858 1.141
C3 0.481 0.513 1.192
O2 -0.529 1.027 0.632
O3 0.508 -0.534 2.056
C4 -0.590 -1.179 2.445
H1 2.123 3.218 -1.194
H2 1.322 1.726 -1.323
H3 3.026 1.787 -1.336
H4 1.471 2.956 1.149
H5 3.152 2.377 1.166
H6 -0.431 -1.975 3.173
H7 -1.120 -1.575 1.579
H8 -1.227 -0.460 2.959
C5 -6.954 2.802 3.387
C6 -7.365 1.408 2.805
O4 -8.679 1.046 3.147
C7 -9.054 -0.251 3.167
O5 -8.352 -1.179 2.795
O6 -10.326 -0.304 3.690
C8 -11.104 -1.532 3.588
H9 -7.721 3.491 3.032
H10 -5.967 2.963 2.953
H11 -6.855 2.858 4.471
H12 -6.646 0.673 3.167
H13 -7.313 1.596 1.733
H14 -10.673 -2.317 2.966
H15 -12.135 -1.334 3.297
H16 -11.275 -1.817 4.626
C9 -0.009 3.172 8.657
C10 0.921 2.554 7.535
O7 1.573 1.395 8.015
C11 2.677 1.557 8.740
C12 3.518 0.314 9.103
O8 3.198 2.592 9.065
H17 -0.548 2.429 9.245
H18 -0.704 3.930 8.294
H19 0.629 3.625 9.416
H20 0.234 2.233 6.752
H21 1.658 3.096 6.942
H22 3.861 -0.221 8.218
H23 3.035 -0.254 9.899
H24 4.423 0.583 9.647
C13 -3.049 7.503 -2.912
C14 -1.509 7.173 -3.060
O9 -0.925 8.336 -3.511
C15 -0.263 9.186 -2.721
C16 0.416 10.268 -3.516
O10 -0.161 9.155 -1.511
H25 -3.589 7.648 -3.848
H26 -3.147 8.415 -2.323
H27 -3.619 6.716 -2.419
H28 -1.099 6.741 -2.147
H29 -1.638 6.570 -3.960
H30 0.100 11.217 -3.083
H31 0.177 10.258 -4.580
H32 1.493 10.266 -3.348
C17 0.968 -0.224 -7.743
C18 -0.509 -0.185 -7.476
O11 -1.325 -0.307 -8.705
C19 -1.609 -1.517 -9.235
C20 -2.799 -1.498 -10.209
O12 -1.050 -2.580 -8.939
H33 1.464 0.699 -8.044
H34 1.179 -1.007 -8.471
H35 1.327 -0.487 -6.748
H36 -0.769 -0.931 -6.726
H37 -0.771 0.695 -6.888
H38 -3.537 -2.282 -10.037
H39 -2.392 -1.741 -11.190
H40 -3.220 -0.493 -10.179
C21 -4.256 -4.833 -3.601
C22 -3.175 -5.247 -2.528
O13 -2.059 -5.650 -3.274
C23 -0.836 -5.707 -2.694
C24 0.108 -6.238 -3.808
O14 -0.510 -5.503 -1.554
H41 -4.621 -5.739 -4.085
H42 -3.982 -4.185 -4.434
H43 -5.087 -4.290 -3.150
H44 -3.059 -4.294 -2.011
H45 -3.553 -6.081 -1.935
H46 1.129 -6.010 -3.502
H47 -0.027 -5.860 -4.822
H48 -0.156 -7.294 -3.845
C25 9.487 -7.372 0.059
C26 8.042 -7.135 -0.495
O15 7.434 -6.132 0.364
C27 6.573 -6.432 1.336
C28 6.001 -5.085 1.805
O16 6.270 -7.546 1.779
H49 9.897 -6.379 0.244
H50 10.002 -7.798 -0.802
H51 9.493 -8.002 0.948
H52 8.146 -6.621 -1.450
H53 7.450 -8.022 -0.720
H54 6.819 -4.435 2.113
H55 5.353 -5.398 2.625
H56 5.360 -4.543 1.110
Cl1 8.867 4.032 3.571
C29 9.072 2.329 3.693
Cl2 9.231 1.682 2.094
H57 9.900 2.061 4.349
H58 8.216 1.894 4.208

For the strongest force on any atom, the calculation gives 4.8 eV/A. The molar mass is 733.67 g mol⁻¹. The value obtained for the HOMO energy is -0.3695 hartree. Its SMILES is CCOC(=O)OC.CCOC(=O)OC.CCOC(C)=O.CCOC(C)=O.CCOC(C)=O.CCOC(C)=O.CCOC(C)=O.ClCCl.

---

Record 3
A 7-piece molecular cluster, C29H58NO10PS overall at a distorted geometry, computed with ωB97M-V with the def2-TZVPD basis set.

CARTESIAN COORDINATES (ANGSTROEM)
N1 4.467 -3.253 2.538
C1 4.513 -1.931 3.175
C2 3.467 -0.990 2.622
C3 3.769 0.130 1.846
C4 2.756 0.930 1.337
C5 1.427 0.609 1.583
C6 1.122 -0.503 2.370
C7 2.133 -1.287 2.893
C8 -0.286 -0.828 2.700
O1 -0.557 -1.455 3.702
C9 -1.340 -0.276 1.776
P1 -2.998 -1.034 1.795
O2 -3.614 -0.998 0.326
O3 -3.885 0.054 2.556
S1 -3.063 -2.814 2.525
C10 -1.035 0.798 1.032
C11 0.320 1.433 1.059
O4 0.479 2.569 0.657
H1 3.695 -3.745 2.976
H2 4.255 -3.175 1.551
H3 4.271 -2.091 4.227
H4 5.509 -1.494 3.104
H5 4.800 0.386 1.634
H6 2.994 1.800 0.740
H7 1.873 -2.138 3.509
H8 -3.843 -1.927 0.160
H9 -3.454 0.314 3.386
H10 -1.748 1.279 0.372
C12 1.000 2.099 -4.024
C13 -0.257 1.862 -3.202
C14 -1.134 3.103 -3.161
O5 0.062 1.451 -1.874
H11 1.592 2.906 -3.584
H12 1.621 1.203 -4.043
H13 0.750 2.374 -5.049
H14 -0.816 1.026 -3.623
H15 -0.595 3.939 -2.705
H16 -2.020 2.913 -2.556
H17 -1.450 3.399 -4.163
H18 0.529 2.178 -1.444
C15 0.420 -5.508 5.546
C16 1.005 -4.571 4.505
C17 0.440 -4.835 3.119
O6 2.438 -4.669 4.492
H19 0.661 -6.546 5.300
H20 0.835 -5.294 6.532
H21 -0.665 -5.412 5.596
H22 0.795 -3.537 4.787
H23 0.681 -5.854 2.801
H24 0.868 -4.146 2.390
H25 -0.644 -4.715 3.105
H26 2.676 -5.572 4.252
C18 -4.545 1.362 -2.332
C19 -4.766 0.233 -3.329
C20 -3.735 0.271 -4.444
O7 -6.088 0.300 -3.863
H27 -4.665 2.331 -2.824
H28 -5.292 1.317 -1.539
H29 -3.553 1.316 -1.881
H30 -4.709 -0.727 -2.813
H31 -3.798 1.212 -4.998
H32 -3.899 -0.538 -5.156
H33 -2.727 0.181 -4.038
H34 -6.171 1.140 -4.327
C21 -1.083 -1.189 7.257
C22 -2.503 -1.402 6.753
C23 -2.893 -2.872 6.784
O8 -2.647 -0.885 5.435
H35 -0.374 -1.725 6.618
H36 -0.822 -0.131 7.228
H37 -0.966 -1.550 8.280
H38 -3.198 -0.828 7.368
H39 -2.230 -3.448 6.132
H40 -3.912 -3.004 6.420
H41 -2.825 -3.280 7.794
H42 -2.053 -1.383 4.853
C24 7.540 0.823 -1.800
C25 6.350 1.379 -1.036
C26 6.226 2.885 -1.201
O9 6.440 1.033 0.349
H43 8.469 1.262 -1.427
H44 7.606 -0.258 -1.672
H45 7.462 1.043 -2.866
H46 5.435 0.898 -1.387
H47 7.118 3.383 -0.810
H48 5.365 3.263 -0.648
H49 6.114 3.160 -2.250
H50 7.239 1.436 0.706
C27 -3.809 2.919 -8.750
C28 -3.268 3.661 -7.538
C29 -2.566 4.950 -7.932
O10 -2.389 2.820 -6.789
H51 -2.991 2.644 -9.420
H52 -4.313 2.002 -8.444
H53 -4.515 3.535 -9.308
H54 -4.089 3.889 -6.855
H55 -1.712 4.732 -8.580
H56 -2.190 5.467 -7.049
H57 -3.239 5.620 -8.469
H58 -1.645 2.592 -7.356

For the strongest force on any atom, the calculation gives 1.2 eV/A. The molar mass is 643.82 g mol⁻¹. The value obtained for the HOMO energy is -0.3285 hartree. Its SMILES is NCc1ccc2c(c1)C(=O)C(P(O)(O)=S)=CC2=O.CC(C)O.CC(C)O.CC(C)O.CC(C)O.CC(C)O.CC(C)O.

---

Record 4
A 8-piece molecular cluster, C29H58O13S5 overall at a distorted geometry, computed with ωB97M-V with the def2-TZVPD basis set.

CARTESIAN COORDINATES (ANGSTROEM)
O1 1.086 5.320 -0.996
S1 0.017 4.808 -0.144
O2 -1.092 4.129 -0.770
C1 0.674 3.744 1.214
C2 -0.136 4.098 2.439
C3 -0.566 5.609 2.365
C4 -0.592 6.160 0.929
H1 1.691 4.133 1.323
H2 0.747 2.753 0.772
H3 -0.980 3.414 2.488
H4 0.462 4.094 3.348
H5 0.024 6.237 3.030
H6 -1.521 5.598 2.899
H7 0.093 6.997 0.821
H8 -1.560 6.519 0.588
O3 5.647 -3.369 -1.793
S2 4.607 -2.784 -0.978
O4 4.912 -1.863 0.096
C5 3.372 -2.004 -2.029
C6 2.126 -2.877 -1.989
C7 2.055 -3.661 -0.676
C8 3.465 -4.109 -0.316
H9 3.688 -1.881 -3.065
H10 3.248 -0.982 -1.667
H11 1.213 -2.312 -2.191
H12 2.111 -3.597 -2.815
H13 1.295 -4.434 -0.595
H14 1.721 -2.927 0.069
H15 3.660 -5.069 -0.798
H16 3.834 -4.199 0.704
O5 -0.989 2.591 -4.871
S3 -0.115 1.451 -4.764
O6 0.158 0.561 -5.881
C9 1.463 2.050 -4.096
C10 1.693 1.169 -2.843
C11 0.312 0.888 -2.209
C12 -0.549 0.351 -3.354
H17 1.409 3.082 -3.763
H18 2.197 1.840 -4.868
H19 2.239 0.267 -3.116
H20 2.311 1.761 -2.168
H21 -0.107 1.815 -1.812
H22 0.483 0.181 -1.400
H23 -1.622 0.187 -3.354
H24 -0.053 -0.552 -3.717
O7 2.773 1.082 1.355
S4 3.610 0.595 2.440
O8 3.576 -0.790 2.842
C13 5.365 1.004 2.114
C14 5.859 1.747 3.357
C15 4.631 2.592 3.793
C16 3.453 1.637 3.906
H25 5.386 1.635 1.228
H26 5.830 0.042 1.915
H27 6.062 1.108 4.218
H28 6.668 2.434 3.123
H29 4.472 3.251 2.934
H30 4.842 3.086 4.739
H31 2.505 2.162 3.996
H32 3.554 0.947 4.745
O9 -3.404 0.265 -1.221
S5 -3.946 1.260 -0.298
O10 -3.513 1.216 1.077
C17 -3.928 2.974 -1.014
C18 -5.371 3.348 -1.313
C19 -6.215 2.068 -1.362
C20 -5.750 1.142 -0.252
H33 -3.341 2.859 -1.927
H34 -3.322 3.559 -0.332
H35 -5.743 3.976 -0.502
H36 -5.454 3.866 -2.265
H37 -6.108 1.533 -2.311
H38 -7.282 2.290 -1.320
H39 -5.998 0.093 -0.400
H40 -6.075 1.481 0.730
C21 -0.281 -0.954 0.862
C22 -1.080 -1.146 2.116
C23 -0.995 0.051 3.081
O11 -1.703 -2.145 2.374
H41 -0.543 0.015 0.436
H42 -0.269 -1.746 0.119
H43 0.726 -0.819 1.274
H44 -1.317 0.968 2.593
H45 -0.013 0.076 3.549
H46 -1.724 -0.168 3.864
C24 -0.727 -7.753 1.896
C25 -0.229 -6.396 1.497
C26 -1.253 -5.412 1.019
O12 0.905 -6.034 1.693
H47 -0.859 -7.728 2.984
H48 -0.031 -8.581 1.751
H49 -1.678 -8.072 1.473
H50 -2.081 -5.767 0.405
H51 -0.784 -4.571 0.505
H52 -1.754 -4.880 1.838
C27 -3.333 -3.178 -0.683
C28 -2.791 -3.372 -2.084
C29 -3.240 -2.365 -3.140
O13 -1.818 -4.058 -2.308
H53 -2.489 -2.874 -0.060
H54 -3.836 -4.063 -0.300
H55 -3.983 -2.305 -0.607
H56 -4.169 -2.627 -3.657
H57 -2.494 -2.311 -3.929
H58 -3.424 -1.437 -2.601

For the strongest force on any atom, the calculation gives 2.3 eV/A. The molar mass is 775.11 g mol⁻¹. The value obtained for the HOMO energy is -0.3432 hartree. Its SMILES is O=S1(=O)CCCC1.O=S1(=O)CCCC1.O=S1(=O)CCCC1.O=S1(=O)CCCC1.O=S1(=O)CCCC1.CC(C)=O.CC(C)=O.CC(C)=O.